69
Properties=species:S:1:pos:R:3:forces:R:3 method="wB97M-V/def2-TZVPD" fmax_ev_per_a=1.959 relative_energy_kcal_mol=16.3 spin_multiplicity=1 total_charge=+1 orbital_gap_ev=6.5 homo_ev=-10.9035 energy_ha=-5206.3511
W -0.393599 -0.298033 -0.242190 -0.68 -0.35 1.80
O -1.402496 1.145984 0.570802 -0.11 0.30 -0.13
C -1.594986 1.697475 1.765776 0.40 0.28 1.14
C -2.857368 2.175299 2.138584 0.24 -0.31 -0.54
C -3.060567 2.728440 3.387719 0.20 -0.02 0.10
C -2.015002 2.832708 4.301307 -0.09 0.07 0.02
C -0.757141 2.404773 3.943321 0.11 -0.17 -0.31
C -0.522157 1.827243 2.686869 -0.87 0.08 -0.31
C 0.777184 1.336492 2.356647 -0.04 -0.40 -0.69
N 1.014827 0.613091 1.307430 -0.08 -0.35 -0.03
N 2.304243 0.138781 1.238327 0.69 -0.30 -0.38
C 2.437231 -0.758350 0.312064 0.22 1.23 1.50
O 1.405486 -1.077531 -0.434441 -0.81 0.25 -0.11
C 3.719510 -1.437465 0.120248 0.13 -0.33 -0.31
C 4.624644 -1.543289 1.176905 -0.22 0.08 -0.11
C 5.829230 -2.191839 0.989425 0.01 0.01 -0.01
C 6.147626 -2.727865 -0.249746 -0.03 0.05 -0.01
C 5.254834 -2.617669 -1.304869 0.04 -0.06 -0.05
C 4.037825 -1.988731 -1.121893 -0.18 0.16 0.19
H -3.659967 2.107655 1.417798 -0.08 -0.01 -0.04
H -4.040746 3.087818 3.659283 -0.12 0.03 -0.01
H -2.187093 3.257296 5.277898 -0.01 0.06 0.06
H 0.070323 2.493410 4.630753 0.10 0.03 0.11
H 1.600471 1.530538 3.041538 0.04 -0.10 -0.19
H 4.362622 -1.124167 2.134174 0.00 0.06 0.13
H 6.521973 -2.276418 1.811590 0.08 -0.02 0.08
H 7.094264 -3.226326 -0.392951 0.07 -0.05 -0.02
H 5.510307 -3.019800 -2.273482 0.01 -0.06 -0.07
H 3.336275 -1.894364 -1.937683 -0.05 -0.02 -0.08
Cl -3.645372 3.427056 -4.878121 0.01 -0.04 0.10
C -2.464145 2.806426 -3.798338 -0.10 -0.19 0.11
C -1.264667 3.492500 -3.603875 0.26 -0.16 0.17
Cl -0.995027 4.980645 -4.403500 0.05 0.06 -0.03
C -0.272663 2.965677 -2.768196 -0.02 -0.11 0.04
Cl 1.222747 3.769712 -2.563484 0.12 -0.05 0.13
C -0.500684 1.761509 -2.103616 -1.01 -0.02 -0.58
O 0.373452 1.117404 -1.311029 -0.37 -0.33 0.00
C -1.732336 1.085666 -2.270404 0.54 0.78 -0.32
O -1.843437 -0.064873 -1.603005 0.82 0.61 0.05
C -2.701604 1.609503 -3.122284 0.22 0.04 0.05
Cl -4.171704 0.749658 -3.332398 -0.15 -0.11 -0.07
Cl 2.602079 -6.219033 -3.072308 0.22 -0.31 -0.16
C 1.591738 -5.043233 -2.345712 -0.24 0.39 0.14
C 1.379455 -3.838552 -3.010839 -0.07 0.00 0.09
C 0.591257 -2.880029 -2.410017 -0.35 -0.02 0.65
Cl 0.365524 -1.281876 -3.036043 0.38 -0.63 -1.21
C -0.013655 -3.101483 -1.163583 0.71 -0.56 -0.65
O -0.761095 -2.160198 -0.595138 -0.03 -0.05 -0.15
C 0.238045 -4.321910 -0.524761 -0.19 0.77 -0.22
Cl -0.435447 -4.500536 1.045577 -0.10 -0.39 0.35
C 1.035617 -5.293338 -1.098063 -0.02 0.12 -0.18
H 1.834351 -3.646365 -3.967368 0.10 -0.01 -0.13
H 1.228282 -6.218069 -0.577805 0.02 -0.06 0.01
C -1.862366 -2.104127 4.173585 0.48 -0.01 0.48
N -2.587844 -1.898552 2.939672 0.10 0.04 -0.35
C -3.917067 -2.139430 2.823306 -0.37 0.02 -0.48
C -4.582893 -1.930341 1.660949 0.09 0.05 0.10
C -3.854189 -1.389922 0.557508 0.76 0.06 0.35
N -2.548454 -1.124121 0.721865 0.04 -0.18 0.51
C -1.908110 -1.424873 1.851447 -0.49 -0.15 -0.08
O -0.663447 -1.240953 1.878568 -0.05 0.43 -0.40
N -4.382226 -1.127806 -0.621061 0.02 0.16 -0.50
H -2.480713 -2.651074 4.878585 -0.06 -0.01 -0.04
H -1.583162 -1.141225 4.603461 -0.01 -0.03 0.01
H -0.952401 -2.666879 3.972240 -0.05 -0.01 0.01
H -4.415837 -2.518035 3.703184 0.05 -0.02 0.05
H -5.633616 -2.146743 1.566540 -0.08 -0.03 0.09
H -5.351303 -1.309194 -0.827637 0.11 0.03 0.09
H -3.776366 -0.736610 -1.347158 -0.32 -0.20 0.29